No. 1
Computed, not measured: a molecular structure, C38H51AuN8OSb3 in a non-equilibrium geometry, with ωB97M-V/def2-TZVPD.

Last column: Löwdin charge in e.
Geometry (Å):
Au: 0.67 0.38 -2.84  0.42
C: -3.33 2.08 -0.14  -0.03
N: -2.48 1.67 1.03  -0.05
C: -2.51 0.53 1.71  -0.10
N: -1.69 0.66 2.78  -0.11
C: -1.16 1.93 2.64  -0.16
N: -1.62 2.55 1.61  0.18
C: -2.75 2.77 -1.39  -0.18
C: -3.66 3.69 -1.89  -0.03
C: -3.38 4.43 -3.02  -0.03
C: -2.18 4.29 -3.66  0.00
C: -1.23 3.38 -3.18  -0.11
C: -1.51 2.58 -2.04  0.01
C: 0.05 3.41 -3.91  -0.32
N: 0.38 4.26 -4.82  0.14
N: 1.73 4.04 -5.11  0.17
C: 2.09 3.05 -4.39  -0.29
O: 1.07 2.58 -3.59  -0.06
C: 3.40 2.44 -4.12  -0.14
C: 4.02 1.50 -4.94  -0.01
C: 5.15 0.83 -4.49  -0.02
C: 5.60 1.03 -3.19  -0.01
C: 4.98 1.97 -2.39  -0.21
C: 5.11 2.00 -0.89  -0.01
N: 3.71 1.65 -0.51  -0.10
C: 3.01 0.65 -1.05  -0.15
N: 1.70 0.93 -1.02  -0.06
C: 1.68 2.16 -0.39  -0.20
N: 2.87 2.61 -0.07  0.13
C: 3.93 2.73 -2.89  0.01
H: -4.02 2.80 0.30  0.13
H: -3.88 1.17 -0.39  0.14
H: -3.11 -0.33 1.46  0.16
H: -0.46 2.37 3.34  0.14
H: -4.60 3.85 -1.39  0.12
H: -4.11 5.14 -3.39  0.13
H: -1.94 4.88 -4.53  0.13
H: -0.76 1.90 -1.66  0.04
H: 3.62 1.29 -5.92  0.10
H: 5.64 0.11 -5.13  0.12
H: 6.43 0.45 -2.81  0.13
H: 5.29 2.99 -0.47  0.14
H: 5.84 1.29 -0.50  0.14
H: 3.45 -0.21 -1.53  0.14
H: 0.78 2.72 -0.19  0.10
H: 3.43 3.45 -2.25  0.14
C: 1.01 -3.61 -0.23  -0.34
Sb: 0.56 -2.10 -1.68  1.28
C: -0.92 -1.08 -0.48  -0.36
C: -0.94 -3.22 -2.76  -0.32
C: -0.30 -3.98 -3.87  -0.32
C: 0.38 -5.17 -3.66  -0.04
C: 1.07 -5.80 -4.69  -0.06
C: 1.07 -5.23 -5.96  -0.05
C: 0.36 -4.05 -6.18  -0.04
C: -0.32 -3.43 -5.14  -0.31
C: -1.13 -2.20 -5.37  -0.29
Sb: 0.02 -0.42 -5.18  1.36
C: -0.99 0.89 -6.51  -0.27
C: 1.79 -0.84 -6.23  -0.26
H: 1.72 -4.32 -0.66  0.00
H: 0.11 -4.13 0.07  0.01
H: 1.48 -3.15 0.64  -0.01
H: -1.65 -1.80 -0.16  0.00
H: -1.38 -0.29 -1.08  -0.02
H: -0.46 -0.62 0.40  -0.01
H: -1.66 -2.50 -3.13  0.03
H: -1.42 -3.87 -2.03  0.08
H: 0.36 -5.63 -2.67  0.11
H: 1.58 -6.73 -4.51  0.11
H: 1.60 -5.70 -6.77  0.11
H: 0.32 -3.63 -7.18  0.12
H: -1.96 -2.11 -4.68  0.05
H: -1.55 -2.18 -6.38  0.08
H: -0.90 0.47 -7.51  0.03
H: -0.54 1.88 -6.49  0.00
H: -2.05 0.97 -6.25  0.02
H: 1.54 -1.17 -7.24  0.03
H: 2.35 -1.61 -5.71  0.03
H: 2.38 0.07 -6.28  -0.03
C: 0.02 1.61 6.52  -0.14
C: -0.62 0.24 6.40  -0.31
Sb: -1.94 -0.15 4.74  1.78
C: -2.35 -2.20 4.48  -0.34
C: -2.77 -2.83 5.82  -0.13
C: -3.77 0.86 5.08  -0.35
C: -4.32 0.69 6.50  -0.13
H: 0.52 1.65 7.48  0.10
H: -0.72 2.42 6.50  0.08
H: 0.77 1.78 5.75  0.08
H: -1.38 0.02 7.15  0.07
H: 0.10 -0.58 6.34  0.08
H: -1.46 -2.67 4.09  0.06
H: -3.14 -2.26 3.73  0.07
H: -1.98 -2.77 6.57  0.08
H: -2.99 -3.88 5.65  0.10
H: -3.68 -2.38 6.23  0.07
H: -4.45 0.46 4.32  0.07
H: -3.59 1.91 4.85  0.07
H: -4.58 -0.34 6.73  0.07
H: -5.24 1.28 6.59  0.10
H: -3.63 1.06 7.25  0.08

## Properties
multiplicity: 1
largest force on an atom: 0.03380 hartree/bohr
energy above the lowest of the compared OMol25 structures with the same formula, charge and spin: 194.9 kJ/mol
E_LUMO: -9.11 eV
HOMO: -13.66 eV
charge: +3

No. 2
Computed, not measured: 12 unconnected molecules or ions with the total composition C38H51F7O36 in a non-equilibrium geometry, with ωB97M-V/def2-TZVPD.

Last column: Löwdin charge in e.
Geometry (Å):
O: 2.29 4.07 1.69  0.11
C: 1.20 4.67 1.92  -0.40
O: 0.98 6.07 1.83  0.04
C: -0.38 6.27 1.84  -0.10
C: -0.83 5.14 2.73  -0.34
F: -2.03 4.75 2.33  0.09
O: 0.05 4.11 2.41  0.10
H: -0.48 7.28 2.26  0.15
H: -0.73 6.21 0.81  0.15
H: -0.82 5.35 3.80  0.18
O: 7.60 0.23 1.84  0.14
C: 6.63 0.66 2.42  -0.56
O: 6.65 0.93 3.70  0.11
C: 5.34 0.89 4.16  -0.07
C: 4.45 0.74 2.92  -0.34
F: 3.63 1.79 2.71  0.08
O: 5.38 0.62 1.95  0.17
H: 5.23 0.06 4.86  0.12
H: 5.01 1.76 4.72  0.14
H: 3.88 -0.18 2.92  0.14
O: -0.89 -2.97 -5.64  0.13
C: -0.97 -3.51 -4.51  -0.46
O: -1.74 -4.59 -4.17  0.08
C: -1.63 -4.75 -2.81  -0.11
C: -0.39 -4.04 -2.36  -0.29
F: 0.68 -4.79 -2.41  0.12
O: -0.39 -2.98 -3.40  0.10
H: -2.44 -4.37 -2.18  0.12
H: -1.73 -5.82 -2.59  0.15
H: -0.34 -3.55 -1.39  0.16
O: -3.10 0.51 -2.33  0.14
C: -3.71 -0.42 -2.83  -0.55
O: -3.27 -1.22 -3.78  0.07
C: -4.17 -2.18 -4.12  -0.07
C: -5.20 -2.06 -3.03  -0.40
F: -5.28 -3.08 -2.27  0.16
O: -4.80 -0.94 -2.33  0.18
H: -4.53 -1.74 -5.05  0.15
H: -3.93 -3.23 -4.31  0.15
H: -6.18 -1.82 -3.42  0.17
O: -0.30 2.40 8.16  0.14
C: 0.27 2.11 7.13  -0.53
O: 0.00 2.76 6.00  0.06
C: 0.74 2.34 4.87  -0.02
C: 1.25 1.01 5.49  -0.36
F: 2.54 1.04 5.40  0.10
O: 1.05 1.03 6.85  0.17
H: 0.09 2.35 4.00  0.12
H: 1.58 3.00 4.65  0.14
H: 0.88 0.10 5.00  0.15
O: 2.14 -1.97 -2.30  0.10
C: 3.07 -1.75 -3.14  -0.32
O: 3.88 -2.67 -3.85  0.04
C: 4.94 -1.84 -4.46  -0.03
C: 4.35 -0.42 -4.65  -0.30
F: 3.74 -0.43 -5.88  0.06
O: 3.45 -0.43 -3.59  0.06
H: 5.67 -1.82 -3.65  0.14
H: 5.30 -2.26 -5.41  0.14
H: 5.03 0.44 -4.58  0.17
O: -3.00 -2.79 -0.09  0.15
C: -2.50 -3.28 0.90  -0.54
O: -2.12 -4.56 0.93  0.11
C: -1.14 -4.68 1.94  -0.06
C: -1.35 -3.51 2.77  -0.35
F: -0.23 -2.84 2.95  0.10
O: -2.28 -2.71 2.08  0.17
H: -1.24 -5.58 2.54  0.15
H: -0.09 -4.76 1.66  0.15
H: -1.71 -3.77 3.77  0.17
C: 0.40 1.73 -5.11  -0.02
C: 0.01 0.32 -5.31  -0.37
C: -1.30 0.20 -6.02  -0.07
O: -0.95 -0.27 -7.32  0.11
C: 0.32 -0.50 -7.37  -0.56
O: 0.83 -0.79 -8.45  0.12
O: 0.89 -0.42 -6.11  0.07
H: 1.41 1.94 -4.74  0.09
H: -0.40 2.14 -4.50  0.06
H: 0.47 2.32 -6.02  0.10
H: -0.02 -0.19 -4.35  0.15
H: -1.65 1.23 -6.04  0.12
H: -1.97 -0.47 -5.48  0.11
C: -0.40 2.36 -0.84  0.03
C: -0.61 0.93 -0.13  -0.25
C: -0.01 -0.28 -0.73  -0.10
O: 0.48 -1.01 0.40  0.07
C: 0.74 -0.19 1.42  -0.49
O: 1.21 -0.45 2.53  0.11
O: 0.09 0.97 1.16  0.06
H: -0.46 3.14 -0.08  0.06
H: -1.31 2.47 -1.44  0.06
H: 0.52 2.50 -1.40  0.08
H: -1.67 0.79 0.09  0.14
H: 0.76 -0.04 -1.47  0.13
H: -0.88 -0.75 -1.18  0.13
C: -3.84 1.11 2.35  -0.05
O: -2.70 0.60 2.99  -0.03
C: -2.77 -0.29 4.03  -0.41
O: -1.85 -0.45 4.88  0.09
O: -4.05 -0.95 4.16  -0.05
C: -4.10 -1.92 5.16  -0.09
H: -3.61 1.92 1.66  0.10
H: -4.68 1.36 3.00  0.10
H: -4.16 0.15 1.95  0.09
H: -3.54 -2.83 4.91  0.08
H: -5.11 -2.21 5.44  0.09
H: -3.87 -1.54 6.15  0.10
C: -5.35 4.08 -5.06  -0.05
O: -4.26 4.81 -4.60  0.02
C: -3.10 4.32 -4.27  -0.53
O: -2.68 3.12 -4.34  0.05
O: -2.31 5.37 -4.05  0.00
C: -0.91 5.26 -3.70  -0.01
H: -5.08 3.20 -5.64  0.09
H: -6.10 4.53 -5.70  0.10
H: -5.77 3.71 -4.12  0.10
H: -0.49 4.32 -3.34  0.07
H: -0.66 5.90 -2.86  0.08
H: -0.48 5.71 -4.60  0.10
C: 5.78 -3.27 6.86  -0.06
O: 5.16 -3.94 5.74  -0.02
C: 4.23 -3.10 5.08  -0.52
O: 3.73 -2.05 5.43  0.12
O: 3.82 -3.72 3.98  0.01
C: 2.98 -3.10 3.01  -0.04
H: 5.29 -2.76 7.69  0.10
H: 6.60 -2.65 6.49  0.09
H: 6.25 -4.13 7.33  0.09
H: 3.11 -3.49 2.01  0.10
H: 3.05 -2.02 2.86  0.05
H: 1.92 -3.07 3.24  0.07

## Properties
SMILES string: O=C1OC[C@@H](F)O1.O=C1OC[C@@H](F)O1.O=C1OC[C@@H](F)O1.O=C1OC[C@@H](F)O1.O=C1OC[C@@H](F)O1.O=C1OC[C@@H](F)O1.O=C1OC[C@@H](F)O1.C[C@H]1COC(=O)O1.C[C@H]1COC(=O)O1.COC(=O)OC.COC(=O)OC.COC(=O)OC
multiplicity: 1
largest force on an atom: 0.12849 hartree/bohr
E_LUMO: 0.09 eV
HOMO: -9.99 eV
charge: 0

Calculated frontier orbital gap in order - 0.1673, 0.3707 Ha